1.
Entry from OMol25: a 2-piece molecular cluster, C6H6Cl2OS overall (the ωB97M-V functional and the def2-TZVPD basis).

The geometry in XYZ format:
```
16
Properties=species:S:1:pos:R:3:nbo_charge:R:1
C 2.4962 -0.7589 2.0860 -0.1644
C 2.0322 -0.2525 1.1006 -0.0558
C 1.4833 0.3513 -0.0632 -0.1560
Cl 1.5563 2.0794 -0.1427 0.0375
C 0.9300 -0.3289 -1.0706 -0.1917
Cl 0.7753 -2.0366 -1.1542 0.0394
H 2.9092 -1.2098 2.9585 0.2427
H 0.5157 0.1448 -1.9501 0.2456
O -1.7096 0.9255 -1.3362 -0.7181
C -2.1563 1.4604 -0.1326 -0.1446
C -2.4139 0.4771 0.9660 -0.2692
S -2.1716 -1.1162 0.8589 0.0448
H -1.5574 -0.0234 -1.1973 0.4800
H -1.4331 2.1904 0.2658 0.2036
H -3.0907 2.0153 -0.2921 0.2023
H -2.7888 0.9198 1.8931 0.2040
```

Kohn-Sham gap, Ha: 0.3266
Structure (SMILES): C#C/C(Cl)=C\Cl.OCC=S
HOMO level, Eh: -0.338
Maximum force, eV/A: 0.680
ΔE to the lowest compared entry with this formula, charge and spin, kcal/mol: 50.6
Total charge: 0

---

2.
Entry from OMol25: C6H6ClF12MgN2O9S4 as an isolated structure in a non-equilibrium geometry (the ωB97M-V functional and the def2-TZVPD basis).

The geometry in XYZ format:
```
41
Properties=species:S:1:pos:R:3:mulliken_spin:R:1
Mg -19.5607 20.3087 -0.9174 -0.0526
C -20.1621 24.3212 0.4352 0.0011
F -19.5877 25.1002 -0.5408 0.0001
F -20.5015 25.0828 1.5000 0.0002
F -21.2484 23.8248 -0.0335 -0.0001
S -18.9521 22.8234 0.8635 0.0012
O -17.8691 22.9279 -0.0938 0.0085
O -18.5060 23.0238 2.2449 0.0011
N -19.9438 21.4072 0.5353 -0.0053
S -21.0797 21.3753 1.6497 -0.0012
O -21.3611 22.6359 2.3134 0.0005
O -22.2886 20.7088 1.1661 0.0003
C -20.3379 20.2458 2.9294 -0.0007
F -19.1799 20.7714 3.4020 0.0000
F -21.1934 20.1804 3.9910 0.0001
F -20.1523 19.0167 2.3556 -0.0004
C -17.8757 22.4326 -3.7274 0.0039
F -17.1835 22.5120 -4.8382 0.0003
F -17.1141 21.9919 -2.6897 0.0008
F -18.4247 23.6602 -3.4538 0.0003
S -19.3130 21.1732 -3.9797 -0.0069
O -19.9326 21.6783 -5.2497 0.0014
O -18.6511 19.8976 -4.0515 -0.0004
N -20.1654 21.1291 -2.4854 -0.0052
S -21.5918 21.8360 -2.8788 0.0001
O -22.4467 21.9992 -1.6876 0.0002
O -21.3132 23.0919 -3.6457 0.0000
C -22.5434 20.4958 -3.9743 0.0003
F -23.9089 20.5332 -3.6034 0.0000
F -22.5264 20.8843 -5.2516 0.0000
F -22.0511 19.2788 -3.8289 0.0000
Cl -17.5991 19.1768 -0.9426 0.9958
C -20.4720 16.3358 -0.3689 -0.0015
C -20.6436 17.4170 -1.4478 0.0016
O -20.7741 18.6517 -0.7650 0.0624
H -21.1495 16.5012 0.4689 0.0018
H -19.4888 16.4242 0.0932 -0.0073
H -20.7677 15.4046 -0.8521 0.0015
H -21.6232 17.0933 -1.7992 0.0017
H -19.9176 17.5216 -2.2541 0.0006
H -21.5604 18.4288 -0.2613 -0.0041
```

Kohn-Sham gap (spin up / spin down), Ha: 0.3933 / 0.1395
HOMO level (spin up / spin down), Eh: -0.407 / -0.407
Maximum force, eV/A: 5.329
Spin multiplicity: 2
ΔE to the lowest compared entry with this formula, charge and spin, kcal/mol: 9.7
Total charge: 0

---

3.
Entry from OMol25: C6H6ClF3N2O2S as an isolated structure in a non-equilibrium geometry (the ωB97M-V functional and the def2-TZVPD basis).

The geometry in XYZ format:
```
21
Properties=species:S:1:pos:R:3:nbo_charge:R:1
C 0.4717 1.5655 -1.9974 -0.1864
C -1.3880 0.5802 -1.4723 0.1760
C 0.5531 0.7678 -0.9094 0.3754
C -0.9079 -0.7573 0.5297 -0.4153
C 2.7771 0.1303 0.4694 -0.6159
C 3.6231 1.3069 0.4187 0.9076
N -0.8522 1.4379 -2.2501 -0.3995
N -0.5712 0.1408 -0.5354 -0.4249
O 4.6140 -1.7116 0.0939 -0.8551
O 3.3765 -0.8164 -1.8747 -0.8596
F 3.0640 2.4880 -0.0386 -0.3273
F 4.6993 1.1468 -0.3487 -0.3058
F 4.1501 1.6854 1.6679 -0.3392
S 3.4595 -1.1285 -0.4902 2.1311
Cl 1.9221 -2.5056 -0.1895 -0.2781
H 1.1501 2.3623 -2.2478 0.2464
H -2.4105 0.2771 -1.5248 0.1959
H -0.0807 -1.4301 0.8146 0.2394
H -1.1399 -0.1793 1.4246 0.2112
H -1.8634 -1.3032 0.3259 0.2303
H 2.3240 -0.0044 1.5142 0.2936
```

Kohn-Sham gap (spin up / spin down), Ha: 0.2686 / 0.2970
HOMO level (spin up / spin down), Eh: -0.361 / -0.359
Maximum force, eV/A: 4.652
ΔE to the lowest compared entry with this formula, charge and spin, kcal/mol: 97.0
Total charge: 0

---

4.
Entry from OMol25: one molecule with the formula C6H6ClNOS in a non-equilibrium geometry (the ωB97M-V functional and the def2-TZVPD basis).

The geometry in XYZ format:
```
16
Properties=species:S:1:pos:R:3:nbo_charge:R:1
H 1.7788 2.2699 -0.7382 0.3213
N 0.9555 2.3356 -0.1668 -0.5574
C 0.5437 1.1024 -0.1634 0.2306
C 1.0923 0.1014 -1.0335 -0.2480
C 0.3261 -0.9006 -1.4088 -0.1704
C -0.9866 -1.1632 -0.8525 -0.2382
C -1.5089 -0.4699 0.1449 -0.1669
C -0.7174 0.7342 0.7037 -0.0049
O -0.4904 0.4926 2.1236 -0.6437
S 0.9119 -0.2528 2.5202 0.5567
Cl 0.8030 -2.2505 2.1608 -0.1987
H 2.0858 0.2763 -1.4013 0.2169
H 0.5521 -1.4816 -2.2615 0.2175
H -1.6390 -1.9221 -1.2150 0.2224
H -2.3691 -0.5423 0.8667 0.2351
H -1.3378 1.6704 0.7210 0.2278
```

Kohn-Sham gap, Ha: 0.3122
Structure (SMILES): [H]/N=C1\C=CC=C[C@H]1OSCl
HOMO level, Eh: -0.327
Maximum force, eV/A: 3.715
ΔE to the lowest compared entry with this formula, charge and spin, kcal/mol: 1.4
Total charge: 0

---

5.
Entry from OMol25: one molecule with the formula C6H6F3N3 in a non-equilibrium geometry (the ωB97M-V functional and the def2-TZVPD basis).

The geometry in XYZ format:
```
18
Properties=species:S:1:pos:R:3:nbo_charge:R:1
F -1.5323 1.4881 1.2144 -0.3695
C -1.7442 0.4936 0.1822 0.9859
F -1.9100 1.1399 -0.9115 -0.2950
F -2.9309 -0.0658 0.5110 -0.3085
C -0.4709 -0.3700 0.1453 0.0336
N 0.7147 0.2918 0.1708 -0.1870
C 0.9909 1.5682 -0.3911 -0.0961
C 2.2536 1.7143 0.0135 -0.0966
N 2.7975 0.6753 0.5888 -0.2287
N 1.8636 -0.1963 0.6723 -0.0502
C -0.5635 -1.7799 0.6347 -0.4123
C -0.5630 -1.7555 -0.8843 -0.4103
H 0.2627 2.2290 -0.8174 0.2463
H 2.9178 2.6182 -0.1823 0.2125
H -1.5470 -2.0986 1.0350 0.2466
H 0.3544 -2.1629 1.1231 0.2673
H 0.3995 -1.8977 -1.3883 0.2201
H -1.2926 -1.8916 -1.7164 0.2420
```

Kohn-Sham gap, Ha: 0.3861
Structure (SMILES): FC(F)(F)C1(n2ccnn2)CC1
HOMO level, Eh: -0.355
Maximum force, eV/A: 6.545
ΔE to the lowest compared entry with this formula, charge and spin, kcal/mol: 36.7
Total charge: 0

---

6.
Entry from OMol25: a 2-piece molecular cluster, C6H6F3O2P overall in a non-equilibrium geometry (the ωB97M-V functional and the def2-TZVPD basis).

The geometry in XYZ format:
```
18
Properties=species:S:1:pos:R:3:nbo_charge:R:1
C -2.4065 1.0454 -0.4247 -0.3071
C -2.5509 -0.2900 -0.9441 -0.3269
C -1.5483 1.7074 0.3689 0.1327
C -1.7838 -1.3621 -0.8358 0.1653
C 1.3750 -0.7433 1.3088 -0.6620
C 3.5005 0.0249 -0.0256 0.9746
O -0.4569 0.9712 0.8724 -0.8111
O -0.6301 -1.2854 -0.1123 -0.7984
F 3.7704 -1.1582 -0.5602 -0.3360
F 3.1308 0.8550 -1.0225 -0.3253
F 4.5092 0.3819 0.7739 -0.3199
P 0.3602 -0.0073 -0.1380 1.3620
H -3.2503 1.7078 -0.7880 0.2191
H -3.3480 -0.2532 -1.6071 0.2190
H -1.4736 2.6387 0.8595 0.2119
H -2.0212 -2.2316 -1.4457 0.1998
H 1.2839 -0.2047 2.1995 0.1918
H 1.5398 -1.7967 1.5209 0.2106
```

Kohn-Sham gap, Ha: 0.2957
HOMO level, Eh: -0.318
Maximum force, eV/A: 3.877
ΔE to the lowest compared entry with this formula, charge and spin, kcal/mol: 93.5
Total charge: 0